*1*
Molecular formula: C3H5IO
Method: DFT, ωB97M-V/def2-TZVPD

Geometry as XYZ:
```
10
Properties=species:S:1:pos:R:3:lowdin_charge:R:1
C -0.40667 -0.06501 0.43230 -0.3580
C 0.44358 -1.19381 0.07008 -0.9131
C -0.31753 1.25916 -0.29940 -0.0570
O -0.90952 -1.43217 0.00367 -0.1055
I 1.73996 -2.17593 1.34243 0.8431
H -0.71380 0.02709 1.51202 0.1457
H 0.94687 -1.04098 -1.60036 0.2165
H 0.42725 1.87754 0.25403 0.1050
H -1.32843 1.63772 -0.45341 0.0814
H 0.11829 1.10640 -1.26137 0.0420
```

* HOMO-LUMO gap: 9.247 eV
* lowest unoccupied orbital energy: -0.091 eV
* total charge: 0
* 2S+1: 1
* HOMO level: -9.338 eV

=====

*2*
Molecular formula: C3H5IO
Method: DFT, ωB97M-V/def2-TZVPD

Geometry as XYZ:
```
10
Properties=species:S:1:pos:R:3:lowdin_charge:R:1
C 1.22558 -1.23435 -0.78232 -0.0866
C 0.62508 -0.49296 0.17526 -0.6023
C -1.80099 1.62425 0.40789 -0.3657
O -2.24299 1.75038 -0.87782 -0.2010
I -1.31662 -0.77719 0.91029 1.0521
H 1.09629 -2.27249 -0.86449 0.0314
H 2.03515 -0.79230 -1.31919 0.0475
H 0.76376 0.55498 0.32096 -0.0054
H -2.80335 1.73898 1.04126 0.0177
H -1.61468 1.75455 -1.64949 0.1123
```

* HOMO-LUMO gap: 8.213 eV
* lowest unoccupied orbital energy: 0.463 eV
* total charge: 0
* 2S+1: 1
* HOMO level: -7.750 eV

=====

Of them, *1* has the highest stability.

=====

*1*
Molecular formula: C3H5IO
Method: DFT, ωB97M-V/def2-TZVPD

Geometry as XYZ:
```
10
Properties=species:S:1:pos:R:3:lowdin_charge:R:1
C 1.22365 -1.49185 0.65744 -0.0920
C 0.92793 -0.22929 0.57191 -0.5924
C -0.99181 1.60963 -0.75309 -0.3589
O -1.67200 0.48514 -1.25261 -0.2009
I -0.58098 0.96054 1.53998 1.0776
H 0.61670 -2.06722 1.36236 0.0624
H 1.94608 -1.96735 0.05324 0.0518
H 1.25695 0.51685 -0.20066 0.0325
H -1.74447 2.37751 -0.69090 -0.0292
H -0.98207 -0.19396 -1.28767 0.0491
```

* HOMO-LUMO gap (spin up / spin down): 8.015 / 8.015 eV
* lowest unoccupied orbital energy (spin up / spin down): 0.219 / 0.219 eV
* total charge: 0
* 2S+1: 1
* HOMO level (spin up / spin down): -7.796 / -7.796 eV

=====

*2*
Molecular formula: C3H5IO
Method: DFT, ωB97M-V/def2-TZVPD

Geometry as XYZ:
```
10
Properties=species:S:1:pos:R:3:lowdin_charge:R:1
C -1.38956 0.14600 0.97257 -0.2097
C 1.01109 -0.63697 -0.45594 -0.2848
C 0.26163 0.55219 -0.03544 -0.6851
O -1.96669 1.05294 1.43365 0.0223
I -0.43970 1.60984 -1.82434 0.7072
H -1.89589 -0.95915 0.88025 0.1474
H 1.32740 -1.12656 0.43638 0.0553
H 0.33285 -1.34655 -1.05518 0.0968
H 1.97501 -0.59844 -0.98753 0.0781
H 0.78385 1.30670 0.63558 0.0724
```

* HOMO-LUMO gap: 9.280 eV
* lowest unoccupied orbital energy: 0.232 eV
* total charge: 0
* 2S+1: 1
* HOMO level: -9.048 eV

=====

Of them, *2* has the highest stability.

=====

*1*
Molecular formula: C2H3BF2O
Method: DFT, ωB97M-V/def2-TZVPD

Geometry as XYZ:
```
9
Properties=species:S:1:pos:R:3:lowdin_charge:R:1
B 0.85940 -1.20835 0.74861 0.0983
C 1.12034 1.59078 0.03403 -0.5668
C -0.08952 0.81076 0.04782 0.0301
O 1.56852 2.33890 0.85385 0.1265
F 1.67996 1.52179 -1.22083 0.0480
F 1.42709 -1.64646 1.89874 0.1262
H -0.85558 0.95927 0.71934 0.0304
H 0.86942 -1.79290 -0.27720 0.0390
H -0.67443 0.52772 -0.81217 0.0682
```

* HOMO-LUMO gap: 9.438 eV
* lowest unoccupied orbital energy: -0.534 eV
* total charge: 0
* 2S+1: 1
* HOMO level: -9.972 eV

=====

*2*
Molecular formula: C2H3BF2O
Method: DFT, ωB97M-V/def2-TZVPD

Geometry as XYZ:
```
9
Properties=species:S:1:pos:R:3:lowdin_charge:R:1
B 0.73595 0.95027 -0.70539 0.1130
C 0.18653 0.23617 0.59689 -0.2119
F -0.46841 0.96939 1.54324 -0.0073
C -1.01621 -0.95424 -0.01152 -0.2817
O -1.87491 -0.97070 -0.79837 0.1933
F -0.56477 -2.06171 0.75594 0.0024
H 0.17929 1.60257 -1.45947 0.0201
H 1.83950 0.69728 -0.99360 0.0280
H 0.98303 -0.46904 1.07229 0.1441
```

* HOMO-LUMO gap: 10.231 eV
* lowest unoccupied orbital energy: -0.933 eV
* total charge: 0
* 2S+1: 1
* SMILES: B[C@@H](F)C(=O)F
* HOMO level: -11.164 eV

=====

Of them, *1* has the highest stability.

=====

*1*
Molecular formula: C6H7NO2
Method: DFT, ωB97M-V/def2-TZVPD

Geometry as XYZ:
```
16
Properties=species:S:1:pos:R:3:lowdin_charge:R:1
C 2.54911 -1.92227 0.49423 -0.0543
C 0.67799 -0.55423 0.33420 -0.0713
C -0.67587 0.09326 0.14978 -0.2617
C -1.93855 -0.15452 0.86438 0.0394
C -2.58172 1.31098 0.66565 -0.0446
C -1.77104 2.09878 -0.16138 -0.0585
H 3.32494 -2.53943 -0.34695 0.1237
H 2.84958 -1.06550 1.47827 0.1417
H 2.07629 -3.07930 1.41772 0.1756
H 0.59935 -1.18097 1.10255 0.0455
H -2.39610 -1.02910 1.50055 0.1224
H -3.59988 1.21295 1.02209 0.0730
H -1.75625 3.11262 -0.57574 0.1208
N 1.58914 -0.91970 -0.47656 -0.2907
O 1.95234 -0.54574 -1.63090 -0.0416
O -0.67501 1.26757 -0.41206 -0.0192
```

* HOMO-LUMO gap: 8.517 eV
* lowest unoccupied orbital energy: 0.136 eV
* total charge: 0
* 2S+1: 1
* HOMO level: -8.381 eV

=====

*2*
Molecular formula: C6H7NO2
Method: DFT, ωB97M-V/def2-TZVPD

Geometry as XYZ:
```
16
Properties=species:S:1:pos:R:3:lowdin_charge:R:1
C 1.40165 0.05632 -1.82454 -0.0562
C 1.99153 0.43663 -0.58241 -0.5521
O 3.08168 0.93880 -0.46773 0.0652
N 1.16232 0.44921 0.62415 0.1311
C -0.19383 0.12499 0.70654 -0.3137
C -1.27807 0.08996 -0.09072 -0.0494
C -2.41813 -0.35668 0.65516 -0.0397
C -1.94296 -0.53804 1.93442 -0.0697
O -0.54651 -0.31292 1.98545 0.0173
H 0.88711 -1.13258 -1.70228 0.1704
H 0.58211 0.66870 -2.26095 0.0737
H 2.26181 -0.20979 -2.73091 0.1610
H 1.79521 0.77200 1.47617 0.2137
H -1.07316 0.40345 -1.08615 0.0771
H -3.43563 -0.56013 0.50978 0.0856
H -2.27514 -0.82991 2.85400 0.0856
```

* HOMO-LUMO gap: 9.060 eV
* lowest unoccupied orbital energy: 0.799 eV
* total charge: 0
* 2S+1: 1
* SMILES: CC(=O)Nc1ccco1
* HOMO level: -8.261 eV

=====

Of them, *2* has the highest stability.

=====

*1*
Molecular formula: C6H7NO2
Method: DFT, ωB97M-V/def2-TZVPD

Geometry as XYZ:
```
16
Properties=species:S:1:pos:R:3:lowdin_charge:R:1
C 0.04281 -1.42053 1.44355 -0.0423
C -0.88933 -0.61085 0.39242 -0.1511
C -0.56000 -0.91366 -1.17441 -0.2603
O -1.00318 -1.64485 -2.00143 0.1369
C 0.40717 0.31507 -0.98673 -0.1385
C 1.11003 1.61706 -1.24408 -0.0729
N 1.02116 2.46470 -0.25552 0.1099
O 0.21657 1.81579 0.74163 -0.0611
C -0.51498 0.89976 0.06146 -0.3304
H 0.06646 -2.48087 1.31715 0.0518
H 1.07341 -0.96470 1.50622 0.0849
H -0.46661 -1.26523 2.47741 0.1005
H -2.01645 -0.92404 0.53020 0.1651
H 1.23668 -0.20913 -0.42877 0.1581
H 1.69303 2.04379 -2.00504 0.0971
H -1.41677 1.27771 -0.37406 0.1523
```

* HOMO-LUMO gap: 10.202 eV
* lowest unoccupied orbital energy: 0.617 eV
* total charge: 0
* 2S+1: 1
* SMILES: C[C@@H]1C(=O)[C@H]2C=NO[C@H]12
* HOMO level: -9.586 eV

=====

*2*
Molecular formula: C6H7NO2
Method: DFT, ωB97M-V/def2-TZVPD

Geometry as XYZ:
```
16
Properties=species:S:1:pos:R:3:lowdin_charge:R:1
C 2.61236 0.16927 -1.11371 0.1389
C 1.49984 -0.00004 -0.62213 -0.0541
C 0.19864 -0.12984 0.01905 -0.5024
C 0.24001 0.00427 1.56398 -0.0157
C -0.66574 -1.32199 -0.36377 -0.0012
C -1.79631 -0.30451 -0.55223 -0.3795
O -3.00206 -0.24645 -0.70201 0.1023
N -0.83721 0.73834 -0.57780 -0.0524
O -1.01338 2.07097 -0.13784 0.0154
H 3.62659 0.12963 -1.48046 0.0329
H 1.09593 -0.64343 1.92626 0.1040
H 0.51311 1.07602 1.85564 0.1048
H -0.69067 -0.28104 2.06825 0.0897
H -0.76255 -2.09413 0.39246 0.1251
H -0.33796 -1.76000 -1.32519 0.1368
H -0.68058 2.59293 -0.95050 0.1556
```

* HOMO-LUMO gap: 10.484 eV
* lowest unoccupied orbital energy: 0.636 eV
* total charge: 0
* 2S+1: 1
* SMILES: C#C[C@]1(C)CC(=O)N1O
* HOMO level: -9.848 eV

=====

Of them, *2* has the highest stability.